1.
{"formula": "C3H11NP2Si", "method": "ωB97M-V with the def2-TZVPD basis set", "elements": ["P", "P", "Si", "N", "C", "C", "C", "H", "H", "H", "H", "H", "H", "H", "H", "H", "H", "H"], "coordinates": [[0.3962, 2.7392, 0.5821], [-2.1063, 4.0938, -0.3786], [0.5625, -0.9346, 0.2591], [-0.9835, 2.8913, -0.1178], [-0.5532, -1.0193, -1.2771], [-0.2674, -1.5321, 1.8637], [2.3170, -1.6331, -0.0063], [2.5279, -2.4400, 0.6913], [3.0765, -0.8692, 0.1405], [-0.8669, -2.4244, 1.6903], [-1.3053, 5.1395, -0.8758], [0.4736, -1.7724, 2.6217], [0.0040, -0.7705, -2.1764], [-2.4335, 3.6529, -1.6693], [2.4354, -2.0230, -1.0138], [-0.9788, -2.0133, -1.4141], [-0.9227, -0.7711, 2.2739], [-1.3755, -0.3139, -1.1935]], "forces_ev_per_a": [[-0.211, -1.625, -0.390], [-0.445, 0.115, -0.218], [-0.130, 1.332, 0.072], [0.914, -0.586, 0.695], [0.365, -0.054, 0.510], [0.273, 0.112, -0.500], [-0.505, 0.214, 0.081], [-0.049, -0.111, 0.140], [0.001, 0.103, 0.030], [-0.059, -0.157, -0.102], [0.172, 0.350, -0.009], [0.152, 0.016, 0.038], [0.140, 0.060, -0.043], [-0.355, 0.133, -0.256], [-0.058, -0.018, -0.171], [-0.022, -0.164, 0.054], [-0.101, 0.148, -0.031], [-0.082, 0.131, 0.101]], "lowdin_charge": [0.56, 0.58, 0.66, -0.93, -0.25, -0.25, -0.24, 0.02, 0.01, 0.02, -0.15, 0.02, 0.02, -0.14, 0.02, 0.02, 0.01, 0.01], "relative_energy_kj_mol": 158.7, "lumo_ha": [-0.016, -0.016], "energy_ev": -31231.76311, "largest_force_ev_per_a": 1.7, "homo_lumo_gap_ev": [5.7476, 5.7416]}

=====

2.
{"formula": "C5H12NO", "method": "ωB97M-V with the def2-TZVPD basis set", "elements": ["O", "N", "C", "C", "C", "C", "C", "H", "H", "H", "H", "H", "H", "H", "H", "H", "H", "H", "H"], "coordinates": [[3.4904, 0.1419, -0.9045], [-0.3769, -1.2808, -0.2999], [-0.7921, 0.9363, 0.7857], [-0.7887, 0.1250, -0.5336], [0.7527, -1.7560, -0.7195], [-1.4403, 0.4219, 2.1160], [-1.0089, 0.4182, -1.7918], [1.0693, -2.7631, -0.5000], [0.3117, 1.1837, 0.8881], [-1.3800, 1.3188, -2.2859], [-1.2193, 1.1663, 2.7653], [3.0525, 0.5256, -0.1235], [-1.1770, 1.9466, 0.6681], [-0.9970, -1.6126, 0.4098], [1.4550, -1.1806, -1.3454], [-1.1972, -0.5935, 2.3387], [-2.4861, 0.4941, 2.1115], [4.0877, 0.8850, -1.0495], [-1.3557, -0.3770, -2.5297]], "forces_ev_per_a": [[-0.492, 0.810, 0.880], [1.444, 1.902, -0.503], [1.536, 0.503, -0.585], [0.157, 0.002, 1.162], [-0.969, 0.151, 0.073], [0.407, -1.167, -3.611], [-2.568, -0.682, -2.583], [-0.279, -0.268, 0.379], [-0.965, -0.602, 0.598], [0.505, 0.485, 1.157], [1.443, 1.561, 2.715], [-0.089, -0.598, -0.127], [-0.393, -0.125, -0.755], [0.039, -1.712, 0.450], [-0.721, 0.202, 0.259], [0.582, -0.417, 0.845], [-1.721, -0.165, -0.697], [0.452, -0.245, -0.692], [1.631, 0.365, 1.034]], "lowdin_charge": [-0.06, 0.10, -0.15, -0.28, 0.22, -0.05, 0.10, 0.12, 0.13, 0.09, 0.05, 0.04, 0.12, 0.16, 0.12, 0.07, 0.07, 0.05, 0.12], "relative_energy_kj_mol": 251.1, "lumo_ha": -0.188, "energy_ev": -8908.02626, "charge": 1, "largest_force_ev_per_a": 3.8, "homo_lumo_gap_ev": 9.4561}

=====

3.
{"formula": "C5H6Cl2Si", "method": "ωB97M-V with the def2-TZVPD basis set", "elements": ["Cl", "Cl", "Si", "C", "C", "C", "C", "C", "H", "H", "H", "H", "H", "H"], "coordinates": [[-2.5286, 0.0006, 2.4864], [-3.3009, -2.5792, 0.7288], [-2.3138, -0.7870, 0.6445], [1.1723, 0.7125, 0.6515], [0.7918, 0.8605, -0.7438], [-0.1249, -0.1482, -0.9897], [-0.3653, -1.0094, 0.1029], [0.5015, -0.3240, 1.1503], [0.8894, 1.7460, -1.3913], [-2.6984, -0.0722, -0.6119], [1.6799, 1.3534, 1.1672], [-0.5925, -0.3481, -1.9820], [-0.1652, -2.0461, 0.1810], [0.5760, -0.6989, 2.1807]], "forces_ev_per_a": [[-0.146, 0.480, 0.170], [0.070, -0.052, -0.128], [2.011, -0.358, -1.723], [-3.167, -2.767, -2.989], [-2.332, -0.731, -0.294], [0.980, 1.128, -4.180], [-0.732, 1.344, 4.048], [-0.230, -1.456, 1.403], [0.473, -0.733, 0.322], [-0.698, 0.124, 0.884], [3.312, 3.546, 2.933], [0.377, 0.484, 0.819], [0.124, -1.265, -0.758], [-0.041, 0.257, -0.506]], "lowdin_charge": [0.33, 0.26, -0.14, -0.09, -0.05, -0.21, -0.40, -0.15, 0.11, -0.02, 0.04, 0.11, 0.10, 0.11], "relative_energy_kj_mol": 0.0, "lumo_ha": 0.023, "energy_ev": -38205.68615, "smiles": "Cl[SiH](Cl)C1C=CC=C1", "largest_force_ev_per_a": 5.7, "homo_lumo_gap_ev": 9.1478}

=====

4.
{"formula": "C2H4O4", "method": "ωB97M-V with the def2-TZVPD basis set", "elements": ["O", "O", "O", "O", "C", "C", "H", "H", "H", "H"], "coordinates": [[1.3569, 0.0388, -1.4930], [1.6228, 0.5451, 0.6506], [-1.0660, 0.0410, 1.4322], [-1.8980, -0.7695, -0.4227], [0.7749, 0.6412, -0.4347], [-0.8112, -0.4621, 0.2347], [-0.1645, 0.4318, 1.8578], [0.9328, 0.0579, -2.3845], [2.3415, -0.1395, 0.5877], [-2.6831, -0.7063, 0.0112]], "forces_ev_per_a": [[0.800, -0.599, -0.375], [0.071, -0.415, -0.577], [1.915, 0.929, 1.227], [3.730, -0.696, -2.451], [-0.401, -0.289, -0.246], [1.317, 0.766, 0.489], [-2.651, -1.509, -1.791], [-0.147, 0.527, 1.625], [-0.821, 0.553, -0.416], [-3.813, 0.733, 2.515]], "lowdin_charge": [-0.03, -0.07, 0.01, 0.12, -0.26, -0.27, 0.18, 0.13, 0.12, 0.06], "relative_energy_kj_mol": 465.6, "lumo_ha": 0.018, "energy_ev": -10324.57416, "largest_force_ev_per_a": 4.6, "homo_lumo_gap_ev": 7.9593}

=====

5.
{"formula": "C8H20N2", "method": "ωB97M-V with the def2-TZVPD basis set", "elements": ["N", "N", "C", "C", "C", "C", "C", "C", "C", "C", "H", "H", "H", "H", "H", "H", "H", "H", "H", "H", "H", "H", "H", "H", "H", "H", "H", "H", "H", "H"], "coordinates": [[-0.1944, -1.1143, -2.3560], [-1.6493, -1.0478, -0.2694], [0.3058, 1.2413, -2.1992], [2.1363, -0.4952, -1.7484], [0.4541, 1.4094, 1.7373], [-0.8388, 0.7530, 1.2460], [-1.8082, 0.5193, 2.4146], [-0.6035, -0.5461, 0.4649], [0.2109, -1.6350, 1.1474], [0.6520, -0.1939, -1.8467], [-2.7345, 0.0595, 2.0696], [-0.3580, -2.0594, 1.9769], [2.3075, -1.4997, -1.3572], [2.5931, -0.4346, -2.7403], [0.7955, 1.9502, -1.5288], [-1.1437, -1.2729, -1.3927], [2.6456, 0.2220, -1.1031], [-1.3207, 1.4437, 0.5440], [-0.7729, 1.3937, -2.1481], [-2.3046, -0.3013, -0.5016], [-2.0505, 1.4651, 2.9037], [-1.3631, -0.1377, 3.1646], [0.2698, -0.1711, -0.4697], [0.9377, 0.8071, 2.5086], [0.2371, -2.0384, -2.3581], [0.4033, -2.4433, 0.4408], [1.1675, 1.5511, 0.9233], [0.6225, 1.4541, -3.2231], [0.2405, 2.3871, 2.1730], [1.1629, -1.2661, 1.5277]], "forces_ev_per_a": [[0.369, 0.314, 0.122], [0.258, -0.216, -0.728], [-0.050, -0.017, 0.295], [-0.097, -0.029, 0.171], [-0.126, -0.090, -0.027], [0.022, -0.087, 0.028], [0.093, 0.023, -0.124], [0.509, 0.211, -0.479], [-0.093, 0.111, 0.040], [-0.302, -0.455, -0.756], [0.006, 0.006, 0.010], [-0.002, -0.012, -0.006], [-0.011, 0.026, -0.001], [-0.076, 0.016, 0.023], [0.012, 0.002, -0.033], [-0.349, 0.277, 0.801], [-0.004, -0.019, -0.001], [-0.001, -0.009, -0.013], [0.010, -0.038, -0.008], [-0.009, 0.018, 0.096], [0.010, -0.022, -0.012], [0.010, -0.004, -0.008], [-0.265, 0.020, 0.586], [-0.011, -0.012, 0.000], [0.079, 0.041, 0.064], [-0.015, 0.010, -0.025], [0.002, -0.005, -0.019], [0.013, -0.060, 0.027], [-0.003, -0.019, -0.011], [0.019, 0.019, -0.011]], "lowdin_charge": [0.03, 0.04, -0.05, -0.05, -0.07, -0.39, -0.07, -0.48, -0.04, -0.55, 0.08, 0.08, 0.08, 0.08, 0.07, 0.07, 0.08, 0.13, 0.08, 0.08, 0.08, 0.08, 0.11, 0.08, 0.07, 0.08, 0.07, 0.09, 0.08, 0.07], "relative_energy_kj_mol": 187.0, "lumo_ha": 0.031, "energy_ev": -11598.92562, "largest_force_ev_per_a": 0.9, "homo_lumo_gap_ev": 9.4262}

=====

6.
{"formula": "C25H33BrHfN10PSe", "method": "ωB97M-V with the def2-TZVPD basis set", "elements": ["Hf", "Br", "Se", "P", "N", "N", "N", "N", "N", "N", "N", "N", "N", "N", "C", "C", "C", "C", "C", "C", "C", "C", "C", "C", "C", "C", "C", "C", "C", "C", "C", "C", "C", "C", "C", "C", "C", "C", "C", "H", "H", "H", "H", "H", "H", "H", "H", "H", "H", "H", "H", "H", "H", "H", "H", "H", "H", "H", "H", "H", "H", "H", "H", "H", "H", "H", "H", "H", "H", "H", "H", "H"], "coordinates": [[0.3171, 0.4120, -0.5586], [-3.4152, 0.0139, 5.8763], [1.1765, 0.1429, -5.2106], [-0.2903, -2.2150, -0.2512], [0.2361, -0.0075, -2.4765], [-2.2453, 3.5225, -2.3016], [-0.8280, 2.2876, -0.7243], [0.9302, -4.5676, -1.0965], [-0.0407, -4.6256, 1.0833], [-0.3085, 4.5848, -1.4050], [2.5366, 0.4630, -0.5726], [-2.2112, 4.1881, -0.0261], [0.7754, 0.5711, 1.5238], [-1.4376, -4.6436, -0.8387], [0.6493, 0.0528, -3.6169], [-0.8263, 0.6905, 4.8742], [-0.3149, -5.0658, -1.6595], [1.0727, -3.1504, -1.2075], [3.4184, 0.3917, -1.5823], [3.0220, 0.4573, 0.7056], [-1.4860, 0.2060, 2.2135], [-2.4462, 0.0680, 3.1889], [-0.1637, 0.5566, 2.5522], [-1.7446, -3.2617, -0.9275], [1.0792, -5.0565, 0.2619], [4.7893, 0.3408, -1.3909], [-1.1505, 4.4428, -2.5917], [0.2471, 3.3219, -1.0351], [-3.0522, 4.0535, -1.2112], [0.1321, 0.8335, 3.8991], [-0.0633, -3.2266, 1.3514], [-1.6967, 2.9218, 0.3657], [2.0675, 0.5045, 1.7714], [-2.1179, 0.2829, 4.5353], [4.3997, 0.3886, 0.9676], [-1.7279, 2.2417, -1.9663], [-1.2793, -5.1324, 0.5182], [5.2906, 0.3424, -0.0888], [-1.1250, 5.1161, -0.3164], [6.3552, 0.3117, 0.0888], [-0.8845, -3.0001, 2.0397], [-2.5316, 2.2439, 0.5766], [-0.5793, 0.8871, 5.9049], [2.0473, -2.8531, -0.7947], [-1.7392, 0.0094, 1.1608], [-3.4531, -0.2259, 2.9393], [2.4469, 0.4411, 2.7859], [-0.5115, 5.2639, 0.5749], [-1.5560, 5.4159, -2.8653], [0.8672, 3.4562, -0.1328], [-0.2844, -6.1557, -1.6843], [-1.2294, -6.2215, 0.4972], [5.4528, 0.3016, -2.2421], [-1.1348, 1.8759, -2.8159], [-3.4471, 5.0287, -1.4911], [1.0349, -2.8609, -2.2650], [0.8693, 2.9426, -1.8673], [0.8848, -2.9452, 1.8224], [1.1101, 1.1783, 4.1907], [-2.1289, -4.8247, 1.1317], [4.7527, 0.3803, 1.9878], [-1.9211, -2.9783, -1.9712], [-2.6439, -3.0450, -0.3392], [1.0974, -6.1471, 0.2466], [-1.5374, 6.0773, -0.6180], [-1.0833, 3.0427, 1.2665], [-2.5506, 1.5403, -1.7592], [-3.8868, 3.3826, -1.0020], [3.0005, 0.3701, -2.5840], [-0.4406, -4.6934, -2.6787], [2.0182, -4.7014, 0.6882], [-0.5595, 4.0580, -3.4266]], "forces_ev_per_a": [[-1.098, -0.706, -1.022], [0.399, 0.125, -0.436], [0.084, 0.029, -0.102], [0.281, -0.924, 0.136], [0.458, -0.004, -0.532], [-0.300, -0.089, -0.302], [-0.184, 0.047, -0.077], [0.429, -0.201, -0.349], [0.083, -0.390, 0.511], [0.454, 0.196, -0.157], [0.337, -0.006, 0.621], [-0.188, 0.143, 0.302], [2.690, 0.005, 1.519], [-0.498, -0.263, -0.293], [-0.154, -0.255, -0.709], [-0.344, -0.088, 0.067], [-0.041, 0.115, -0.115], [0.314, 0.425, -0.255], [-0.290, -0.004, -0.404], [1.554, 0.013, -0.642], [0.768, 0.160, -0.123], [-0.227, -0.053, 0.367], [-1.253, -0.051, 1.158], [-0.484, 0.457, -0.260], [-0.011, 0.026, 0.118], [0.158, 0.011, 0.565], [0.026, -0.119, -0.149], [0.525, 0.305, -0.033], [-0.108, -0.015, 0.029], [0.114, -0.089, -0.659], [0.012, 0.544, 0.361], [-0.292, 0.054, 0.673], [-1.530, 0.059, 0.505], [-0.192, -0.091, -0.059], [-1.160, 0.083, 0.165], [-0.370, -0.153, -0.860], [-0.021, 0.022, 0.088], [-0.075, 0.020, -0.789], [0.088, 0.021, 0.219], [0.090, -0.028, 0.028], [0.116, 0.101, -0.065], [0.210, 0.018, -0.058], [0.019, 0.052, 0.117], [-0.155, -0.004, -0.105], [-0.123, -0.044, 0.296], [-0.114, -0.017, -0.077], [-0.051, 0.012, 0.041], [-0.001, -0.010, -0.019], [0.045, -0.034, -0.004], [-0.115, -0.105, -0.163], [0.011, 0.061, -0.004], [-0.069, 0.043, 0.019], [-0.024, -0.010, -0.067], [-0.190, 0.077, 0.373], [-0.021, -0.029, 0.023], [-0.019, 0.071, 0.179], [-0.139, 0.032, 0.166], [-0.122, 0.143, -0.011], [0.172, 0.057, 0.078], [0.035, -0.038, -0.029], [-0.009, 0.009, 0.112], [0.016, 0.051, 0.177], [0.178, 0.105, -0.104], [0.025, 0.057, -0.014], [0.021, -0.008, 0.031], [-0.027, -0.133, -0.137], [0.217, 0.129, -0.010], [-0.002, 0.006, -0.011], [0.057, 0.045, 0.081], [0.012, -0.045, 0.039], [0.012, 0.028, 0.015], [-0.009, 0.044, 0.027]], "lowdin_charge": [1.55, 0.89, 0.97, 0.95, -0.19, -0.08, -0.22, -0.14, -0.15, -0.07, -0.03, -0.07, -0.07, -0.14, -0.93, -0.07, -0.14, -0.31, -0.06, -0.24, -0.08, -0.09, -0.29, -0.28, -0.15, 0.04, -0.12, -0.18, -0.12, 0.01, -0.30, -0.16, 0.00, -0.64, 0.06, -0.17, -0.14, 0.04, -0.12, 0.14, 0.10, 0.13, 0.13, 0.09, 0.07, 0.12, 0.15, 0.14, 0.15, 0.14, 0.15, 0.15, 0.14, 0.10, 0.15, 0.09, 0.13, 0.10, 0.12, 0.14, 0.14, 0.11, 0.11, 0.15, 0.15, 0.14, 0.15, 0.14, 0.10, 0.14, 0.14, 0.14], "relative_energy_kj_mol": 67.1, "lumo_ha": -0.405, "energy_ev": -187320.72038, "charge": 3, "largest_force_ev_per_a": 3.1, "homo_lumo_gap_ev": 4.9672}

=====

7.
{"formula": "C2H6N2O", "method": "ωB97M-V with the def2-TZVPD basis set", "elements": ["O", "N", "N", "C", "C", "H", "H", "H", "H", "H", "H"], "coordinates": [[-0.0565, 0.4717, 2.3728], [1.1343, -0.6813, -1.6237], [-0.5923, 0.5187, -0.7123], [-0.5836, -0.5128, 1.9396], [0.0968, 0.2091, -1.7254], [-0.1088, 0.5727, -2.7352], [-1.4495, 0.9690, -1.0190], [1.5452, -0.7576, -0.7010], [1.9195, -0.6966, -2.2575], [-0.0956, -1.3093, 1.3568], [-1.6412, -0.7059, 2.1894]], "forces_ev_per_a": [[0.445, -0.158, -0.074], [1.287, -0.162, 0.481], [-0.683, -0.284, -0.021], [-0.474, 0.105, 0.543], [0.230, -0.128, -0.382], [0.014, -0.229, -0.064], [0.196, 0.469, 0.172], [-0.598, -0.063, 0.260], [-0.530, 0.374, -0.629], [0.273, 0.183, -0.060], [-0.160, -0.108, -0.225]], "lowdin_charge": [-0.03, 0.06, 0.07, -0.20, -0.38, 0.11, 0.05, 0.09, 0.08, 0.06, 0.07], "relative_energy_kj_mol": 195.8, "lumo_ha": 0.034, "energy_ev": -7197.75826, "smiles": "[H]/N=C/N.C=O", "largest_force_ev_per_a": 1.4, "homo_lumo_gap_ev": 10.4450}